Entry 1:
This record from OMol25 describes 8 unconnected molecules or ions with the total composition C34H86Cl4N9O9P3 in a non-equilibrium geometry. The level of theory is wB97M-V/def2-TZVPD.

Positions of all 145 atoms, in Å:
C (-3.5303, -1.4905, 2.8972)
N (-2.1508, -1.6041, 3.3544)
C (-1.2044, -1.7875, 2.2263)
P (-1.7044, -0.3802, 4.3822)
O (-1.8768, 1.0224, 3.8434)
N (-2.8255, -0.5520, 5.6379)
C (-3.1830, 0.6651, 6.3438)
C (-2.9176, -1.7689, 6.4442)
N (-0.1769, -0.6765, 4.9132)
C (0.7583, 0.4037, 5.1698)
C (0.2270, -2.0418, 5.2955)
H (-3.8197, -0.5048, 2.5202)
H (-4.2303, -1.7637, 3.7059)
H (-3.6489, -2.2095, 2.0767)
H (-0.2849, -2.1918, 2.6338)
H (-0.8547, -0.8239, 1.7679)
H (-1.6190, -2.5036, 1.5230)
H (-4.1929, 0.5724, 6.8132)
H (-2.3903, 0.8899, 7.1010)
H (-3.1191, 1.4847, 5.6627)
H (-2.1058, -1.8601, 7.1913)
H (-3.8855, -1.7233, 6.9932)
H (-2.9048, -2.6490, 5.7753)
H (0.2965, 1.3411, 5.0378)
H (1.1542, 0.2995, 6.1730)
H (1.5929, 0.3031, 4.4530)
H (0.0432, -2.3838, 6.3028)
H (1.2744, -2.2758, 5.0335)
H (-0.3234, -2.6923, 4.6024)
C (-3.0378, 0.9847, -2.5296)
N (-2.3731, 1.4057, -1.2747)
C (-2.0346, 0.2428, -0.4809)
P (-1.6771, 2.8772, -0.8401)
O (-0.1848, 2.9338, -0.8508)
N (-2.2975, 4.0553, -1.8151)
C (-3.5352, 4.7580, -1.6688)
C (-1.7001, 4.1683, -3.1282)
N (-2.2910, 3.1577, 0.6603)
C (-1.5838, 4.0680, 1.5920)
C (-3.5027, 2.6254, 1.2341)
H (-3.2940, 1.7885, -3.1854)
H (-3.9589, 0.4714, -2.3190)
H (-2.4698, 0.2565, -3.1741)
H (-2.8829, -0.2759, -0.0897)
H (-1.5571, 0.6066, 0.4848)
H (-1.3848, -0.4454, -0.9786)
H (-3.9307, 4.6710, -0.6549)
H (-3.2908, 5.8126, -1.8056)
H (-4.3438, 4.3962, -2.3388)
H (-1.5227, 5.2686, -3.3022)
H (-0.7379, 3.7139, -3.0669)
H (-2.3695, 3.7598, -3.8859)
H (-0.5846, 4.2506, 1.2713)
H (-2.1064, 5.0113, 1.6467)
H (-1.5318, 3.6998, 2.6190)
H (-4.1328, 3.4391, 1.5806)
H (-3.1624, 2.0383, 2.1147)
H (-4.0133, 2.0861, 0.5146)
C (-4.3243, -7.0198, -0.9069)
N (-3.9488, -5.7916, -1.6348)
C (-4.8617, -5.6063, -2.7960)
P (-2.7584, -4.7446, -1.2167)
O (-3.0600, -3.9069, -0.0429)
N (-1.4449, -5.8582, -0.8652)
C (-0.4037, -5.5779, 0.0601)
C (-1.3407, -7.1468, -1.4529)
N (-2.4946, -3.8789, -2.5660)
C (-2.6547, -2.4197, -2.4784)
C (-2.0298, -4.5980, -3.8134)
H (-3.4873, -7.3230, -0.2750)
H (-4.5150, -7.8226, -1.6642)
H (-5.1883, -6.9276, -0.2325)
H (-5.8565, -5.5605, -2.2772)
H (-4.8346, -6.4236, -3.5430)
H (-4.6249, -4.6885, -3.2806)
H (-0.4557, -4.5544, 0.5313)
H (-0.3231, -6.2360, 0.9643)
H (0.6424, -5.6391, -0.4677)
H (-1.3351, -8.0207, -0.6892)
H (-2.1187, -7.3301, -2.1979)
H (-0.3975, -7.1887, -1.9671)
H (-3.3386, -1.9663, -3.2314)
H (-2.9684, -2.1903, -1.4547)
H (-1.6569, -1.9905, -2.6048)
H (-1.0079, -4.2686, -4.1067)
H (-2.7047, -4.4882, -4.6988)
H (-2.1055, -5.6663, -3.5664)
C (5.9489, 3.4760, 5.0170)
C (5.3518, 2.8380, 3.8087)
O (3.9826, 3.2675, 3.6615)
C (3.5112, 3.6257, 2.4592)
C (2.0871, 4.0094, 2.6762)
O (4.1441, 3.6855, 1.4345)
H (6.9786, 3.1169, 5.0891)
H (5.4039, 3.0306, 5.8737)
H (5.8791, 4.5338, 5.0649)
H (5.8206, 3.1524, 2.8819)
H (5.4092, 1.7604, 3.8383)
H (1.8482, 4.8872, 2.0388)
H (1.9834, 4.3812, 3.6664)
H (1.3278, 3.1711, 2.4883)
C (1.3164, 2.2696, -5.5980)
C (1.6749, 1.4531, -4.3228)
O (1.9421, 0.0852, -4.6953)
C (1.0622, -0.8421, -4.3876)
C (1.5234, -2.1977, -4.8642)
O (-0.0240, -0.6060, -3.9073)
H (0.3507, 1.9737, -6.0508)
H (2.0933, 2.2377, -6.3355)
H (1.1842, 3.3166, -5.3130)
H (2.5381, 1.9406, -3.7994)
H (0.8098, 1.4242, -3.6282)
H (0.7729, -2.6298, -5.5789)
H (1.7015, -2.8480, -4.0520)
H (2.4657, -2.0093, -5.4117)
C (6.3541, -0.7515, -0.2107)
C (6.2397, 0.6468, -0.7278)
O (6.1069, 0.5343, -2.1706)
C (5.4463, 1.5457, -2.8403)
C (5.4963, 1.3429, -4.3187)
O (4.8117, 2.4169, -2.3002)
H (7.1355, -1.3695, -0.6741)
H (5.3351, -1.2324, -0.1986)
H (6.6298, -0.6202, 0.8021)
H (5.3534, 1.1799, -0.3541)
H (7.0250, 1.3378, -0.4165)
H (4.8365, 1.9768, -4.8491)
H (5.3535, 0.3037, -4.6150)
H (6.4379, 1.6596, -4.7380)
Cl (3.0727, 0.7152, 1.3642)
C (1.9645, 0.8072, -0.0232)
C (1.5299, -0.5200, -0.6645)
Cl (2.8534, -1.2008, -1.6436)
H (2.4334, 1.4221, -0.7956)
H (1.0646, 1.3245, 0.2218)
H (0.7407, -0.3293, -1.3997)
H (1.2317, -1.2476, 0.0741)
Cl (2.8145, 6.4604, -0.2797)
C (2.2311, 4.7943, -0.6887)
C (2.3346, 4.3236, -2.1209)
Cl (1.5642, 5.4698, -3.2827)
H (1.2097, 4.7882, -0.2930)
H (2.8200, 4.0622, -0.1270)
H (1.8059, 3.3759, -2.1430)
H (3.3717, 4.1884, -2.3695)

Results
strongest force on any atom = 0.0581 Eh/bohr
LUMO level = 0.0184 hartree
net charge = 0
structure (SMILES) = CN(C)P(=O)(N(C)C)N(C)C.CN(C)P(=O)(N(C)C)N(C)C.CN(C)P(=O)(N(C)C)N(C)C.CCOC(C)=O.CCOC(C)=O.CCOC(C)=O.ClCCCl.ClCCCl
Kohn-Sham gap = 0.3279 Ha

---

Entry 2:
This record from OMol25 describes 7 unconnected molecules or ions with the total composition C34H87N5O11 in a non-equilibrium geometry. The level of theory is wB97M-V/def2-TZVPD.

Positions of all 137 atoms, in Å:
C (3.5631, 0.1691, -1.9110)
O (2.2505, 0.4473, -1.5126)
C (1.6200, -0.5148, -0.7159)
C (0.1557, -0.1552, -0.5574)
C (0.0483, 1.1482, 0.2280)
N (-0.5399, -1.1811, 0.2284)
H (4.2664, -0.0167, -1.0930)
H (3.9226, 1.0793, -2.3947)
H (3.5507, -0.6168, -2.6731)
H (1.7328, -1.5397, -1.1171)
H (2.0153, -0.6162, 0.3126)
H (-0.3886, -0.0010, -1.4892)
H (0.2908, 0.9831, 1.2832)
H (-0.9796, 1.5124, 0.1911)
H (0.7008, 1.9352, -0.1511)
H (0.0442, -1.3957, 1.0331)
H (-0.6601, -2.0593, -0.2641)
C (-1.3181, 4.3023, 1.2065)
O (-1.2067, 3.8911, 2.5570)
C (-2.3851, 3.2966, 3.0374)
C (-2.1347, 2.6814, 4.3955)
N (-1.6196, 3.7514, 5.2730)
C (-0.6663, 3.3784, 6.2813)
C (-1.2800, 2.3337, 7.2204)
O (-0.3272, 1.9274, 8.1609)
C (-0.7403, 0.8917, 9.0202)
H (-1.6076, 5.3609, 1.1989)
H (-2.1120, 3.7635, 0.6799)
H (-0.3869, 4.1911, 0.6577)
H (-2.7322, 2.5315, 2.3313)
H (-3.1972, 4.0321, 3.1394)
H (-1.4426, 1.8313, 4.3040)
H (-3.0819, 2.3462, 4.8231)
H (-1.1396, 4.3694, 4.6260)
H (-0.4688, 4.2235, 6.9447)
H (0.2635, 2.9612, 5.8773)
H (-1.6614, 1.4897, 6.6121)
H (-2.1772, 2.7495, 7.7087)
H (-1.4011, 0.1914, 8.4941)
H (-1.2876, 1.2741, 9.8911)
H (0.1528, 0.3777, 9.3686)
C (5.5479, 3.5421, -0.8524)
O (4.8933, 4.6463, -1.4181)
C (4.0625, 4.2969, -2.4782)
C (3.3478, 5.5014, -3.0545)
N (4.1889, 6.2704, -3.9584)
C (3.5190, 7.4094, -4.5457)
C (4.3650, 8.0789, -5.6153)
O (5.5901, 8.4824, -5.0753)
C (6.5346, 8.7624, -6.0665)
H (6.0058, 2.9036, -1.6171)
H (4.8390, 2.9573, -0.2489)
H (6.3251, 3.9106, -0.1861)
H (3.2856, 3.5910, -2.1340)
H (4.5751, 3.7766, -3.3064)
H (2.9965, 6.1719, -2.2697)
H (2.4911, 5.0691, -3.6104)
H (4.6842, 5.7319, -4.6560)
H (3.4664, 8.1828, -3.7664)
H (2.5281, 7.1594, -4.9504)
H (3.7813, 8.9049, -6.0447)
H (4.5453, 7.3604, -6.4372)
H (6.2887, 9.6191, -6.7010)
H (6.7032, 7.8630, -6.6751)
H (7.4848, 8.9654, -5.5713)
C (-0.5239, -7.3042, -1.4156)
O (-0.5100, -6.5525, -2.5910)
C (-0.4419, -5.1580, -2.3537)
C (0.8217, -4.6800, -1.6425)
N (1.9948, -5.4649, -2.0987)
C (2.9156, -5.9224, -1.0765)
C (3.5605, -4.7279, -0.4191)
O (4.4554, -5.1185, 0.6059)
C (5.5429, -4.2459, 0.7304)
H (-1.0335, -8.2590, -1.5718)
H (-1.0760, -6.8304, -0.5932)
H (0.4789, -7.5621, -1.0537)
H (-1.3703, -4.8003, -1.8900)
H (-0.4604, -4.6995, -3.3490)
H (0.7295, -4.8410, -0.5601)
H (1.1006, -3.6650, -1.9238)
H (1.6917, -6.2409, -2.6712)
H (3.6959, -6.4849, -1.5952)
H (2.4277, -6.5887, -0.3484)
H (2.7886, -4.0821, 0.0338)
H (4.0503, -4.1041, -1.1785)
H (5.2220, -3.2771, 1.1171)
H (6.0532, -4.1483, -0.2351)
H (6.2511, -4.7493, 1.3861)
C (-3.6858, -0.2676, 1.3890)
O (-4.7620, -1.1192, 1.0512)
C (-5.8583, -0.4022, 0.5138)
C (-7.1108, -1.2183, 0.7698)
N (-8.2936, -0.4213, 0.5368)
C (-9.5416, -1.1568, 0.4219)
C (-10.7029, -0.2998, 0.8776)
O (-11.7293, -1.0535, 1.4807)
C (-12.3718, -1.9632, 0.6280)
H (-3.3091, 0.2001, 0.4748)
H (-2.9753, -0.8868, 1.9250)
H (-3.9733, 0.5570, 2.0605)
H (-5.7209, -0.3795, -0.5760)
H (-5.9624, 0.5927, 0.9520)
H (-7.0981, -1.6502, 1.7727)
H (-7.1152, -2.0774, 0.0745)
H (-8.1340, 0.2335, -0.2168)
H (-9.4523, -1.9685, 1.1491)
H (-9.6199, -1.5866, -0.5832)
H (-11.1609, 0.3212, 0.0892)
H (-10.3779, 0.4103, 1.6341)
H (-12.9591, -2.6407, 1.2323)
H (-11.6259, -2.5234, 0.0434)
H (-12.9505, -1.4352, -0.1443)
C (-0.3639, -2.7994, 4.5727)
C (0.3288, -1.7995, 3.6418)
C (1.3556, -0.9318, 4.3322)
O (0.9596, -2.5053, 2.5770)
H (0.3340, -3.5862, 4.8805)
H (-1.2228, -3.2470, 4.0722)
H (-0.7240, -2.3118, 5.4799)
H (-0.4552, -1.1610, 3.2238)
H (1.0906, -0.6038, 5.3373)
H (1.5165, -0.0158, 3.7603)
H (2.2841, -1.4801, 4.5148)
H (1.2316, -3.3452, 2.9612)
C (2.1909, -3.3723, -5.5955)
C (3.5702, -3.1646, -5.0110)
C (4.5011, -4.3444, -5.0622)
O (4.1793, -2.0411, -5.6769)
H (1.6920, -4.1600, -5.0179)
H (2.2584, -3.7837, -6.6054)
H (1.6348, -2.4439, -5.5206)
H (3.4522, -2.8302, -3.9780)
H (5.4708, -4.0094, -4.6963)
H (4.5535, -4.7909, -6.0587)
H (4.1895, -5.1592, -4.4018)
H (4.4145, -2.3538, -6.5586)

Results
strongest force on any atom = 0.0336 Eh/bohr
LUMO level = 0.0167 hartree
energy above the lowest of the compared OMol25 structures with the same formula, charge and spin = 15.5 kcal/mol
net charge = 0
structure (SMILES) = COC[C@H](C)N.COCCNCCOC.COCCNCCOC.COCCNCCOC.COCCNCCOC.CC(C)O.CC(C)O
Kohn-Sham gap = 0.3242 Ha